No. 1
{"formula": "C30H22N7O3Pd", "method": "ωB97M-V/def2-TZVPD", "species": ["Pd", "C", "C", "N", "N", "C", "O", "C", "C", "C", "C", "C", "C", "C", "C", "C", "C", "C", "N", "H", "H", "H", "H", "H", "H", "H", "H", "H", "H", "H", "H", "N", "C", "C", "C", "C", "C", "C", "C", "C", "C", "C", "C", "C", "N", "C", "C", "C", "C", "N", "H", "H", "H", "H", "H", "H", "H", "H", "H", "H", "O", "N", "O"], "coordinates": [[0.1474, -0.0686, -0.1835], [3.8763, 2.3152, 0.9054], [2.5504, 1.8302, 0.4527], [1.9318, 0.7872, 0.9755], [2.3400, 0.2708, 2.0880], [1.5068, -0.8109, 2.4626], [0.4284, -1.0260, 1.9064], [1.9892, -1.6359, 3.5690], [1.2186, -2.7283, 3.9731], [1.6668, -3.5434, 4.9934], [2.8828, -3.2717, 5.6144], [3.6500, -2.1825, 5.2205], [3.2069, -1.3610, 4.1991], [1.7675, 2.5215, -0.5804], [2.3069, 3.5414, -1.3462], [1.4892, 4.1910, -2.2617], [0.1645, 3.8163, -2.3571], [-0.3007, 2.7719, -1.5606], [0.4804, 2.1342, -0.7093], [4.2275, 1.7223, 1.7430], [3.7989, 3.3633, 1.2030], [4.6062, 2.2570, 0.0942], [0.2748, -2.9234, 3.4822], [1.0744, -4.3921, 5.3086], [3.2333, -3.9137, 6.4127], [4.5908, -1.9762, 5.7131], [3.7894, -0.5051, 3.8896], [3.3451, 3.8219, -1.2336], [1.8864, 4.9825, -2.8833], [-0.5108, 4.3143, -3.0391], [-1.3291, 2.4332, -1.6088], [-7.3496, -0.2263, -7.4472], [-6.5288, -0.2065, -6.6433], [-5.4944, -0.1748, -5.6369], [-5.4303, -1.1708, -4.6680], [-4.4377, -1.1300, -3.7040], [-3.4961, -0.1044, -3.7024], [-3.5625, 0.8836, -4.6818], [-4.5586, 0.8562, -5.6416], [-2.4266, -0.0643, -2.6653], [-1.1013, -0.1591, -3.1178], [-0.6669, -0.3456, -4.4577], [0.7037, -0.4775, -4.4320], [1.0761, -0.3808, -3.0768], [0.0148, -0.1969, -2.2959], [-2.8352, 0.0604, -1.3411], [-4.1723, 0.1684, -0.8551], [-4.1000, 0.2922, 0.5092], [-2.7224, 0.2708, 0.8327], [-1.9727, 0.1512, -0.2535], [-6.1564, -1.9724, -4.6740], [-4.3784, -1.9108, -2.9560], [-2.8350, 1.6862, -4.6826], [-4.6166, 1.6273, -6.3977], [-1.3058, -0.3996, -5.3254], [1.3657, -0.6442, -5.2668], [2.0695, -0.4571, -2.6559], [-5.0656, 0.1624, -1.4607], [-4.9161, 0.3968, 1.2068], [-2.2693, 0.3597, 1.8102], [0.5904, -4.0718, 0.6332], [-0.2155, -3.2793, 0.3087], [-0.2324, -2.4076, -0.5197]], "mulliken_spin": [1.435, 0.009, 0.198, -0.044, 0.528, -0.048, 0.104, 0.014, -0.002, 0.002, 0.012, -0.008, 0.018, 0.084, 0.082, -0.025, 0.071, -0.022, 0.153, 0.006, 0.013, 0.012, 0.001, 0.000, 0.000, 0.000, 0.002, 0.007, 0.000, 0.002, 0.005, 0.000, 0.000, 0.000, 0.000, 0.000, -0.003, 0.000, 0.000, -0.016, 0.018, 0.002, 0.015, 0.001, 0.166, 0.012, 0.008, 0.009, 0.003, 0.162, 0.000, 0.000, 0.000, 0.000, 0.000, 0.000, -0.001, -0.001, 0.001, 0.000, 0.294, 0.406, 0.312], "e_lumo_ev": [-4.01, -5.92], "charge": 1, "orbital_gap_ha": [0.2285, 0.1589], "multiplicity": 5, "homo_energy_ev": [-10.2, -10.2]}

---

No. 2
{"formula": "C30H23ClN7SeV", "method": "ωB97M-V/def2-TZVPD", "species": ["V", "C", "C", "C", "C", "C", "C", "N", "C", "C", "C", "C", "C", "N", "C", "C", "C", "C", "C", "C", "N", "H", "H", "H", "H", "H", "H", "H", "H", "H", "H", "H", "H", "H", "H", "H", "Se", "N", "C", "C", "C", "C", "C", "N", "C", "C", "N", "C", "C", "C", "C", "C", "N", "H", "H", "H", "H", "H", "H", "Cl", "C", "H", "H"], "coordinates": [[-0.5236, -0.0477, -0.1614], [2.3674, 1.8441, 0.2817], [2.4938, 0.5027, 0.9310], [3.6108, 0.2085, 1.7043], [3.7137, -1.0225, 2.3176], [2.6963, -1.9405, 2.1357], [1.6122, -1.5931, 1.3452], [1.5020, -0.3853, 0.7552], [0.4851, -2.5346, 1.1321], [0.5217, -3.8703, 1.5065], [-0.5941, -4.6557, 1.2761], [-1.7131, -4.0967, 0.6841], [-1.6850, -2.7567, 0.3218], [-0.5962, -2.0092, 0.5403], [-2.8255, -2.0561, -0.3219], [-4.0405, -2.6974, -0.4954], [-5.0817, -2.0106, -1.0928], [-4.8691, -0.7079, -1.4862], [-3.6305, -0.1111, -1.2699], [-3.4255, 1.3142, -1.6721], [-2.6155, -0.7778, -0.6990], [1.5132, 2.3798, 0.6971], [2.2098, 1.7397, -0.7915], [3.2641, 2.4372, 0.4465], [4.3838, 0.9545, 1.8230], [4.5695, -1.2646, 2.9331], [2.7423, -2.9045, 2.6175], [1.4014, -4.2993, 1.9601], [-0.5917, -5.7003, 1.5556], [-2.5853, -4.7051, 0.5051], [-4.1865, -3.7115, -0.1591], [-6.0425, -2.4855, -1.2376], [-5.6583, -0.1315, -1.9476], [-4.3675, 1.7541, -1.9926], [-2.7170, 1.3865, -2.4992], [-3.0489, 1.8826, -0.8248], [1.2440, 2.9984, -7.1159], [1.2307, 1.3357, -6.4908], [0.8530, 1.4006, -5.2414], [0.7170, 0.2314, -4.3805], [0.9751, -1.0652, -4.8225], [0.8228, -2.1104, -3.9384], [0.4163, -1.8348, -2.6377], [0.1620, -0.6068, -2.2003], [0.3104, 0.4199, -3.0595], [0.0185, 1.7615, -2.5405], [-0.3770, 1.8394, -1.2563], [-0.6709, 3.0325, -0.7498], [-0.5769, 4.2073, -1.4889], [-0.1676, 4.1381, -2.8033], [0.1348, 2.8906, -3.3494], [0.5656, 2.7148, -4.7319], [0.7210, 3.7036, -5.5723], [1.2888, -1.2227, -5.8458], [1.0111, -3.1314, -4.2376], [0.2886, -2.6353, -1.9186], [-1.0101, 3.0374, 0.2797], [-0.8310, 5.1510, -1.0281], [-0.0761, 5.0214, -3.4213], [-2.7937, 1.4336, 1.8356], [-1.0541, 0.8548, 1.7477], [-0.9639, 0.1484, 2.5791], [-0.4840, 1.7373, 2.0603]], "mulliken_spin": [2.759, 0.071, -0.011, 0.000, 0.012, 0.001, 0.047, -0.048, 0.069, -0.017, 0.037, -0.017, 0.082, -0.051, 0.022, 0.002, 0.009, 0.002, -0.004, 0.061, -0.075, -0.002, -0.011, 0.002, 0.000, 0.001, 0.001, 0.000, 0.003, 0.000, 0.000, 0.000, 0.000, 0.001, -0.005, -0.004, -0.003, -0.001, -0.003, -0.007, 0.022, 0.003, 0.034, -0.070, -0.034, 0.063, 0.053, 0.079, -0.011, 0.028, -0.018, -0.001, -0.002, 0.000, -0.001, 0.003, -0.005, 0.000, 0.000, 0.012, -0.078, 0.000, 0.001], "e_lumo_ev": [-3.26, -3.26], "charge": 1, "orbital_gap_ha": [0.2300, 0.2521], "multiplicity": 4, "homo_energy_ev": [-9.5, -10.1]}

---

No. 3
{"formula": "C30H23GaN3O3PS2", "method": "ωB97M-V/def2-TZVPD", "species": ["Ga", "O", "S", "O", "O", "C", "C", "C", "C", "C", "C", "P", "C", "C", "C", "C", "C", "C", "C", "C", "C", "C", "C", "C", "H", "H", "H", "H", "H", "H", "H", "H", "H", "H", "H", "H", "H", "H", "N", "C", "C", "C", "C", "C", "C", "S", "N", "C", "C", "C", "C", "C", "C", "N", "H", "H", "H", "H", "H", "H", "H", "H", "H"], "coordinates": [[-1.3341, -0.2622, -0.4780], [-3.0171, -2.5351, -3.0081], [-1.9279, -1.9171, -2.3544], [-1.8175, -0.4166, -2.4549], [-1.8929, -2.0833, -0.8352], [-0.3829, -2.4885, -2.9510], [-0.3824, -3.4740, -3.9210], [0.8322, -3.8889, -4.4521], [2.0143, -3.3207, -4.0085], [2.0027, -2.3353, -3.0272], [0.8029, -1.8949, -2.4862], [0.9100, -0.6290, -1.1756], [2.0415, -1.2966, 0.0443], [3.3935, -0.9569, 0.0596], [4.2423, -1.5818, 0.9609], [3.7475, -2.5426, 1.8330], [2.4024, -2.8896, 1.8089], [1.5471, -2.2679, 0.9154], [1.5623, 0.8814, -1.8941], [2.1060, 1.8544, -1.0509], [2.5525, 3.0513, -1.5882], [2.4457, 3.2827, -2.9552], [1.8865, 2.3242, -3.7884], [1.4412, 1.1198, -3.2621], [-1.3202, -3.9001, -4.2527], [0.8501, -4.6555, -5.2151], [2.9589, -3.6459, -4.4236], [2.9392, -1.9139, -2.6806], [3.7841, -0.2108, -0.6216], [5.2921, -1.3204, 0.9796], [4.4160, -3.0285, 2.5320], [2.0247, -3.6486, 2.4814], [0.5043, -2.5614, 0.8747], [2.1942, 1.6725, 0.0148], [2.9933, 3.8002, -0.9436], [2.8071, 4.2136, -3.3731], [1.8057, 2.5095, -4.8515], [1.0131, 0.3679, -3.9132], [-2.7393, 1.4094, 2.9894], [-2.3565, 0.7291, 4.1877], [-2.6020, 1.3178, 5.4103], [-2.1965, 0.6757, 6.5745], [-1.5279, -0.5339, 6.5021], [-1.2690, -1.1149, 5.2649], [-1.7011, -0.4874, 4.1125], [-1.4776, -1.3104, 2.5642], [-1.6725, 0.0074, 1.4671], [-2.2872, 1.1063, 1.7793], [-2.4692, 2.0855, 0.6665], [-2.8545, 3.3960, 0.8148], [-2.9924, 4.1796, -0.3286], [-2.7407, 3.6275, -1.5703], [-2.3287, 2.3072, -1.6423], [-2.1951, 1.5657, -0.5379], [-3.2718, 2.2564, 3.1056], [-3.1132, 2.2730, 5.4635], [-2.4021, 1.1302, 7.5335], [-1.2040, -1.0344, 7.4044], [-0.7495, -2.0640, 5.2056], [-3.0306, 3.8284, 1.7900], [-3.2936, 5.2151, -0.2391], [-2.8540, 4.2053, -2.4767], [-2.1091, 1.8178, -2.5796]], "mulliken_charge": [0.225, -0.645, 1.314, -0.597, -0.594, 0.516, -0.545, -0.652, -0.822, -0.495, -0.499, 1.376, 0.702, -0.235, -0.789, -0.513, -1.034, -0.586, 0.580, -0.501, -0.815, -0.582, -0.780, -0.569, 0.576, 0.436, 0.457, 0.493, 0.483, 0.453, 0.426, 0.469, 0.641, 0.525, 0.466, 0.448, 0.477, 0.437, -0.084, 0.262, -0.673, -0.691, -0.720, -0.730, 0.935, -0.049, 0.137, 0.820, 0.826, -0.806, -0.605, -0.925, 0.020, 0.229, 0.177, 0.370, 0.410, 0.410, 0.421, 0.404, 0.476, 0.470, 0.669], "e_lumo_ev": -6.74, "charge": 2, "orbital_gap_ha": 0.2485, "homo_energy_ev": -13.5}

---

No. 4
{"formula": "C30H23IO5P", "method": "ωB97M-V/def2-TZVPD", "species": ["C", "C", "O", "P", "I", "H", "H", "H", "H", "H", "H", "H", "C", "C", "C", "C", "C", "C", "C", "O", "C", "C", "C", "C", "C", "C", "C", "O", "H", "H", "H", "H", "H", "H", "H", "H", "C", "C", "C", "C", "C", "C", "C", "O", "C", "C", "C", "C", "C", "C", "C", "O", "H", "H", "H", "H", "H", "H", "H", "H"], "coordinates": [[-3.4397, 0.5864, 7.9916], [-2.5347, -0.7941, 8.0677], [-2.9931, -1.7567, 9.0814], [-2.2441, -1.4989, 10.6322], [0.2322, -1.4197, 10.5710], [-3.9177, 0.9044, 9.0157], [-4.2361, 0.4107, 7.1297], [-2.7026, 1.4321, 7.5845], [-1.4193, -0.4554, 8.1700], [-2.6323, -1.3187, 7.0070], [-2.6062, -2.6623, 11.4537], [-2.7937, -0.3516, 11.3661], [0.4205, 2.2896, -0.7517], [1.3084, 2.8051, 0.1920], [1.4089, 2.2138, 1.4524], [0.6098, 1.1102, 1.7747], [-0.2956, 0.6101, 0.8396], [-0.3823, 1.1940, -0.4309], [-1.1788, -0.5223, 1.1857], [-1.9718, -0.9644, 0.3637], [-1.0985, -1.1079, 2.5388], [-1.9701, -2.1438, 2.8994], [-1.8920, -2.7124, 4.1726], [-0.9398, -2.2559, 5.0836], [-0.0740, -1.2202, 4.7289], [-0.1604, -0.6387, 3.4570], [0.7357, 0.4801, 3.1040], [1.5697, 0.8850, 3.9057], [0.3487, 2.7447, -1.7372], [1.9250, 3.6669, -0.0537], [2.1081, 2.6185, 2.1823], [-1.0771, 0.8004, -1.1708], [-2.7143, -2.5082, 2.1930], [-2.5732, -3.5131, 4.4523], [-0.8739, -2.7034, 6.0729], [0.6635, -0.8658, 5.4471], [4.8404, -1.0400, -5.3887], [4.4226, -0.2807, -4.2960], [3.1939, 0.3804, -4.3339], [2.3852, 0.2921, -5.4735], [2.8141, -0.4469, -6.5754], [4.0396, -1.1242, -6.5286], [1.9921, -0.5064, -7.8013], [2.3665, -1.1582, -8.7683], [0.7176, 0.2375, -7.8480], [-0.0437, 0.2370, -9.0241], [-1.2568, 0.9270, -9.0725], [-1.7167, 1.6099, -7.9469], [-0.9578, 1.6168, -6.7756], [0.2667, 0.9371, -6.7296], [1.0791, 0.9801, -5.4978], [0.6778, 1.5839, -4.5095], [5.7938, -1.5628, -5.3557], [5.0526, -0.2048, -3.4125], [2.8719, 0.9671, -3.4751], [4.3747, -1.7142, -7.3798], [0.3067, -0.2963, -9.9064], [-1.8438, 0.9296, -9.9884], [-2.6652, 2.1414, -7.9820], [-1.3209, 2.1561, -5.9024]], "mulliken_charge": [-0.815, 0.053, -0.291, 0.176, 0.298, 0.257, 0.277, 0.278, 0.212, 0.103, 0.238, 0.236, -0.392, -0.621, -0.520, 0.284, 0.304, -0.710, 0.564, -0.659, 0.198, -0.577, -0.514, -0.730, -0.674, 0.201, 0.595, -0.685, 0.456, 0.414, 0.449, 0.481, 0.476, 0.420, 0.743, 0.471, -0.419, -0.563, -0.531, 0.211, 0.325, -0.623, 0.538, -0.672, 0.197, -0.579, -0.456, -0.514, -0.474, 0.230, 0.548, -0.701, 0.389, 0.396, 0.558, 0.459, 0.453, 0.395, 0.394, 0.441], "e_lumo_ev": -5.85, "charge": 1, "orbital_gap_ha": 0.1799, "homo_energy_ev": -10.7}